# C5H10N2O2

C5H10N2O2 in the gas phase at a distorted geometry (ωB97M-V with the def2-TZVPD basis set, OMol25).

Positions of all 19 atoms, in Å:
O1 -2.0192 -1.2199 -0.0330
O2 0.8700 1.9130 -1.6375
N1 -0.1166 1.3484 -0.8063
N2 -0.1803 -0.2445 1.1028
C1 -0.9208 0.0141 2.3207
C2 -0.0558 -0.5545 -2.4927
C3 1.2568 -0.3943 1.1750
C4 -0.3929 0.0976 -1.1926
C5 -0.9362 -0.6594 -0.0579
H1 -0.2893 -0.0045 3.2114
H2 -1.3895 0.9973 2.2307
H3 0.8111 2.8620 -1.4271
H4 1.0106 -0.7904 -2.5422
H5 -0.6224 -1.4826 -2.5968
H6 1.6263 -0.4601 2.2019
H7 -1.7033 -0.7331 2.4776
H8 1.5854 -1.2800 0.6238
H9 -0.2988 0.1085 -3.3281
H10 1.7649 0.4824 0.7702

Output
LUMO in eV: 0.329
Orbital gap in eV: 8.916
Calculated total energy in Ha: -456.41232
SMILES string: C/C(=N\O)C(=O)N(C)C
ΔE to the lowest compared entry with this formula, charge and spin in eV: 3.861
2S+1: 1

Electronic structure analysis, Mulliken charges in units of e: -0.5916, -0.4033, -0.4015, 0.2313, -1.0096, -1.1462, -0.8544, 0.6939, 0.2586, 0.3048, 0.3195, 0.3848, 0.2908, 0.3759, 0.3145, 0.3157, 0.3032, 0.3183, 0.2953